Record 1
Below is a 3-piece molecular cluster, C12H30B3N2O7P overall, with properties calculated with ωB97M-V/def2-TZVPD.

SMILES: CC(C)[C@H](C)COB1OBOB([PH2]=O)O1.CN(C)C=O.CN(C)C=O

Each line ends with the Mulliken charge.
Cartesian coordinates (Å):
C: 0.13 3.19 0.95  -1.0153
C: -0.54 1.86 1.63  -0.0421
C: -1.47 1.15 0.44  -0.6072
C: 0.54 0.80 2.29  0.3168
C: 1.59 1.47 3.36  -1.1776
C: 1.24 0.00 1.04  0.2192
O: 2.62 -0.43 1.27  -0.4381
B: 3.16 -0.89 -0.03  0.5508
O: 4.64 -1.05 -0.25  -0.4730
B: 4.94 0.07 -1.21  0.3605
O: 4.12 0.36 -2.41  -0.4742
B: 2.78 -0.25 -2.33  0.5532
P: 1.56 0.22 -3.78  0.2661
O: 0.57 -0.98 -4.07  -0.6500
O: 2.32 -1.18 -1.24  -0.0935
H: -0.76 3.97 0.79  0.2671
H: 0.57 2.96 -0.13  0.1164
H: 0.93 3.74 1.60  0.3261
H: -1.29 2.18 2.48  0.4189
H: -2.59 1.52 0.53  0.3032
H: -1.51 -0.03 0.55  0.2064
H: -1.04 1.49 -0.60  0.0425
H: -0.11 0.02 2.90  0.2290
H: 1.98 2.53 3.08  0.2161
H: 2.54 0.80 3.57  0.2825
H: 1.03 1.58 4.41  0.3198
H: 0.62 -0.96 0.78  -0.0299
H: 1.27 0.78 0.13  -0.0717
H: 5.89 0.73 -0.93  -0.0882
H: 2.41 0.47 -4.95  0.0562
H: 0.87 1.47 -3.48  0.0638
C: -3.49 3.06 -2.24  0.0224
O: -2.75 3.01 -1.26  -0.4843
N: -3.98 1.98 -2.93  0.1378
C: -4.85 2.13 -4.08  -0.9388
C: -3.63 0.65 -2.49  -0.7844
H: -3.82 4.03 -2.65  0.2434
H: -5.81 1.63 -3.87  0.3317
H: -4.38 1.66 -4.94  0.3336
H: -5.04 3.18 -4.29  0.2903
H: -3.96 0.51 -1.46  0.2651
H: -2.54 0.54 -2.53  0.2150
H: -4.09 -0.11 -3.13  0.3734
C: -0.03 -3.01 3.05  0.0990
O: -0.95 -2.43 2.49  -0.5917
N: 0.71 -4.05 2.53  0.1645
C: 1.78 -4.68 3.26  -0.9355
C: 0.41 -4.51 1.19  -0.8833
H: 0.28 -2.73 4.07  0.3097
H: 2.71 -4.57 2.70  0.3211
H: 1.55 -5.74 3.38  0.3525
H: 1.90 -4.23 4.25  0.3011
H: 0.53 -3.68 0.49  0.2024
H: -0.63 -4.86 1.16  0.3169
H: 1.07 -5.33 0.91  0.3841

***

Record 2
Below is a 2-piece molecular cluster, C12H30BNO2S overall, with properties calculated with ωB97M-V/def2-TZVPD.

Each line ends with the Mulliken charge.
Cartesian coordinates (Å):
B: -1.00 3.21 3.04  0.2260
C: -2.25 3.79 2.08  -0.6252
S: -3.82 3.23 2.82  0.9019
O: -4.43 4.36 3.56  -0.6413
O: -4.65 2.63 1.74  -0.6523
H: -0.50 2.28 2.42  -0.2947
H: -0.21 4.10 3.23  -0.1949
H: -1.43 2.75 4.08  -0.2395
H: -2.30 4.88 2.02  0.3024
H: -2.18 3.40 1.06  0.1544
H: -3.52 2.29 3.78  0.0976
C: 2.66 1.95 -0.66  -1.4991
C: 1.87 1.13 0.36  0.1615
C: 2.05 -0.38 0.21  -0.8454
C: 1.68 -1.01 -1.13  -0.6542
N: 0.23 -1.43 -1.35  0.6649
C: -0.62 -1.64 -0.11  -1.0696
C: -1.22 -0.29 0.24  -0.5953
C: -1.25 0.51 -1.06  -0.5709
C: -0.52 -0.32 -2.10  -0.6644
C: 0.21 -2.68 -2.21  -0.7705
C: 0.46 -4.00 -1.47  -0.3040
C: 1.86 -4.25 -0.92  -1.2768
H: 2.32 1.77 -1.68  0.2920
H: 2.53 3.02 -0.46  0.4421
H: 3.73 1.73 -0.61  0.3510
H: 0.82 1.42 0.32  -0.3816
H: 2.21 1.41 1.36  0.4481
H: 1.56 -0.89 1.04  0.2962
H: 3.12 -0.59 0.35  0.5419
H: 2.28 -1.90 -1.25  0.3643
H: 1.96 -0.37 -1.97  0.3297
H: -1.42 -2.32 -0.39  0.6015
H: -0.02 -2.09 0.67  0.5004
H: -0.64 0.22 1.01  -0.0624
H: -2.22 -0.41 0.65  0.5033
H: -0.78 1.49 -0.93  0.2666
H: -2.27 0.71 -1.38  0.5122
H: 0.19 0.25 -2.70  0.4373
H: -1.23 -0.80 -2.77  0.3663
H: 0.93 -2.53 -3.01  0.4497
H: -0.78 -2.73 -2.65  0.3860
H: 0.24 -4.79 -2.19  0.4324
H: -0.27 -4.13 -0.67  0.2784
H: 2.62 -4.08 -1.68  0.3096
H: 1.95 -5.28 -0.60  0.4243
H: 2.08 -3.62 -0.05  0.3001

***

Record 3
Below is C12H30CdN2O8S2 as an isolated structure, with properties calculated with ωB97M-V/def2-TZVPD.

Relative energy (zero: lowest compared OMol25 entry of this formula, charge and spin) (kcal/mol): 74.3
Charge: -2

Each line ends with the Mulliken charge.
Cartesian coordinates (Å):
Cd: 1.01 0.50 -0.08  2.5176
S: 3.15 -1.73 1.28  1.0841
O: 2.85 -3.02 0.59  -0.8830
O: 3.02 -2.20 2.68  -0.8517
O: 4.44 -1.16 0.96  -0.7388
O: 2.07 -0.81 0.89  -1.0494
S: 2.40 2.30 -1.44  1.3144
O: 3.47 1.85 -2.30  -0.7087
O: 2.38 3.73 -1.22  -0.7268
O: 1.10 1.61 -1.70  -0.9546
O: 2.65 1.66 -0.13  -0.8082
C: 1.53 -1.51 -2.93  -1.5958
C: 0.60 -2.07 -1.87  -0.6164
N: -0.42 -1.18 -1.25  1.4820
C: -1.42 -0.85 -2.34  -1.1016
C: -1.04 0.20 -3.43  -1.3718
C: -1.16 -1.98 -0.25  -0.3555
C: -1.94 -3.24 -0.71  -1.5173
H: 1.06 -1.80 -3.88  0.4007
H: 2.46 -2.06 -2.84  0.3272
H: 1.52 -0.43 -2.83  0.2437
H: 0.13 -2.98 -2.27  0.3804
H: 1.17 -2.58 -1.09  0.6224
H: -2.42 -0.70 -1.91  0.5916
H: -1.70 -1.76 -2.89  0.3563
H: -0.16 -0.13 -3.98  0.2454
H: -0.90 1.20 -3.02  0.1220
H: -1.80 0.19 -4.21  0.5280
H: -0.56 -2.17 0.64  0.0923
H: -1.91 -1.25 0.04  -0.0157
H: -2.43 -3.10 -1.67  0.2408
H: -1.29 -4.11 -0.84  0.3512
H: -2.71 -3.44 0.03  0.4924
C: 1.26 2.56 2.64  -1.6422
C: 0.01 2.52 1.75  -0.5766
N: -0.47 1.15 1.50  2.0550
C: -0.24 0.11 2.53  -0.7459
C: -1.19 0.31 3.74  -1.6111
C: -1.90 1.31 1.20  -1.1083
C: -2.12 2.00 -0.16  -1.5441
H: 1.14 2.29 3.69  0.3070
H: 1.83 3.49 2.60  0.3904
H: 2.02 1.85 2.30  0.2790
H: -0.71 3.23 2.19  0.3329
H: 0.28 3.10 0.86  0.4337
H: -0.17 -0.95 2.30  0.0705
H: 0.75 0.30 2.95  0.4258
H: -0.83 -0.23 4.62  0.4746
H: -1.20 1.33 4.10  0.2814
H: -2.17 -0.13 3.54  0.3221
H: -2.43 1.89 1.96  0.4270
H: -2.31 0.30 1.21  0.4535
H: -1.42 1.61 -0.90  0.0718
H: -2.12 3.09 -0.14  0.3659
H: -3.16 1.89 -0.50  0.4403

***

no.,F_max (eV/Å),Kohn-Sham gap (eV),E_HOMO (eV)
1,5.16,9.04,-9.24
2,3.41,7.31,-7.79
3,6.04,5.06,-0.63